Arrangement i

Entry from the OMol25 dataset: a structure of composition C2H6NO3P (ωB97M-V with the def2-TZVPD basis set).

Properties
- Kohn-Sham gap: 8.070 eV
- LUMO energy: -0.79 eV
- HOMO energy: -0.326 Eh

Positions of all 13 atoms, in Å:
C: 2.166 -0.624 -0.482
C: -1.862 -0.163 1.244
N: 1.620 -1.669 0.419
O: 0.253 1.372 0.567
O: 2.332 -2.624 0.667
O: 0.465 -1.574 0.789
P: -0.153 0.464 1.661
H: 1.616 0.253 -0.386
H: 1.952 -0.757 -1.462
H: 3.197 -0.559 -0.164
H: -1.627 -1.126 0.719
H: -2.644 -0.397 2.083
H: -2.323 0.536 0.654

---

Arrangement ii

Entry from the OMol25 dataset: an isolated molecule of C2H6NO3P (ωB97M-V with the def2-TZVPD basis set).

Properties
- SMILES: CN(C)OP(=O)=O
- Kohn-Sham gap: 9.578 eV
- LUMO energy: -0.05 eV
- HOMO energy: -0.354 Eh

Positions of all 13 atoms, in Å:
C: 0.636 0.939 -0.652
N: 0.307 -0.043 0.499
C: 1.337 -0.986 0.581
O: -0.966 -0.598 0.160
P: -2.419 0.095 0.112
O: -3.249 -0.916 -0.450
O: -2.647 1.435 0.638
H: 0.769 1.909 -0.243
H: -0.219 0.954 -1.223
H: 1.582 0.712 -1.184
H: 1.933 -0.571 1.303
H: 1.066 -2.018 0.863
H: 1.870 -0.913 -0.404

---

We find arrangement ii to be the most stable, with the next structure 217.6 kJ/mol higher.

---

Arrangement i

Entry from the OMol25 dataset: a structure of composition C6H2InO4 (ωB97M-V with the def2-TZVPD basis set).

Properties
- Charge: +1
- Kohn-Sham gap: 3.738 eV
- LUMO energy: -9.44 eV
- HOMO energy: -0.484 Eh

Positions of all 13 atoms, in Å:
In: 2.134 -32.113 -1.700
C: 2.782 -35.618 0.384
C: 2.588 -34.380 -0.195
C: 2.371 -33.078 0.809
O: 2.153 -31.944 0.299
C: 2.841 -33.264 2.184
C: 3.209 -34.521 2.626
C: 2.964 -35.736 1.749
O: 2.783 -36.956 2.136
O: 3.653 -34.575 3.825
O: 2.214 -34.093 -1.385
H: 2.705 -36.579 -0.104
H: 3.042 -32.456 2.872

---

Arrangement ii

Entry from the OMol25 dataset: a structure of composition C6H2InO4 (ωB97M-V with the def2-TZVPD basis set).

Properties
- Charge: +1
- Kohn-Sham gap: 5.034 eV
- LUMO energy: -8.41 eV
- HOMO energy: -0.494 Eh

Positions of all 13 atoms, in Å:
In: 14.728 -22.264 -10.830
C: 18.011 -19.902 -13.753
C: 17.013 -20.794 -13.222
C: 17.204 -22.300 -13.497
O: 16.448 -23.107 -12.988
C: 18.315 -22.746 -14.311
C: 19.297 -21.842 -14.745
C: 19.108 -20.375 -14.478
O: 19.962 -19.556 -14.797
O: 20.337 -22.287 -15.203
O: 16.014 -20.477 -12.611
H: 17.901 -18.853 -13.507
H: 18.470 -23.815 -14.397

---

We find arrangement ii to be the most stable, with the next structure 214.1 kJ/mol higher.

---

Arrangement i

Entry from the OMol25 dataset: a structure of composition CH6NO2 (ωB97M-V with the def2-TZVPD basis set).

Properties
- Charge: -1
- Kohn-Sham gap: 6.841 eV
- LUMO energy: 3.47 eV
- HOMO energy: -0.124 Eh

Positions of all 10 atoms, in Å:
N: -2.481 0.030 0.108
C: -0.846 -0.398 0.286
O: 0.799 -0.150 0.146
H: -1.339 0.690 0.066
H: -2.834 0.355 -0.713
H: -0.736 -1.402 -0.222
H: -0.744 -0.638 1.347
H: 3.151 1.188 -0.567
H: 1.734 0.063 -0.095
O: 3.298 0.263 -0.356

---

Arrangement ii

Entry from the OMol25 dataset: a cluster of 2 separate species, CH6NO2 in total (ωB97M-V with the def2-TZVPD basis set).

Properties
- Charge: -1
- Kohn-Sham gap: 6.767 eV
- LUMO energy: 4.73 eV
- HOMO energy: -0.075 Eh

Positions of all 10 atoms, in Å:
O: -1.549 -0.660 2.242
H: -1.487 0.272 2.468
N: 0.123 -0.428 -0.038
C: 0.919 0.217 -1.019
O: 0.096 1.241 -1.633
H: -0.925 -0.685 1.462
H: 0.478 -1.370 0.109
H: 1.808 0.747 -0.598
H: 1.262 -0.406 -1.850
H: -0.724 1.073 -1.144

---

Arrangement iii

Entry from the OMol25 dataset: a cluster of 2 separate species, CH6NO2 in total (ωB97M-V with the def2-TZVPD basis set).

Properties
- Charge: -1
- Kohn-Sham gap: 7.229 eV
- LUMO energy: 4.60 eV
- HOMO energy: -0.097 Eh

Positions of all 10 atoms, in Å:
N: -1.684 -0.591 0.639
C: -0.997 0.314 -0.428
O: 0.235 0.959 -0.158
H: -2.546 0.041 1.001
H: -0.969 -0.654 1.326
H: -1.733 1.084 -0.704
H: -0.693 -0.408 -1.232
H: 2.965 -0.965 0.132
H: 2.274 0.254 -0.448
O: 3.148 -0.034 -0.128

---

We find arrangement ii to be the most stable, with the next structure 12.5 kJ/mol higher.

---

Arrangement i

Entry from the OMol25 dataset: a cluster of 3 separate species, C3H11NO3S in total (ωB97M-V with the def2-TZVPD basis set).

Properties
- SMILES: O=CNCCS.O.O
- Kohn-Sham gap: 9.656 eV
- LUMO energy: 0.44 eV
- HOMO energy: -0.339 Eh

Positions of all 19 atoms, in Å:
O: -1.548 1.388 -1.517
C: -0.558 0.812 -1.144
N: -0.522 -0.523 -0.825
C: 0.351 -1.027 0.223
C: 0.013 -0.616 1.677
S: -0.498 1.068 1.930
H: 0.434 1.269 -1.114
H: -1.475 -0.867 -0.762
H: 1.394 -0.849 -0.046
H: 0.288 -2.104 0.212
H: 0.926 -0.755 2.262
H: -0.642 -1.392 2.059
H: -1.832 0.968 1.986
O: 1.451 -4.696 0.197
H: 1.822 -4.883 1.070
H: 1.717 -5.471 -0.321
O: -0.761 6.015 -1.835
H: -0.425 5.126 -1.708
H: -0.136 6.536 -2.344

---

Arrangement ii

Entry from the OMol25 dataset: a cluster of 4 separate species, C3H11NO3S in total (ωB97M-V with the def2-TZVPD basis set).

Properties
- Kohn-Sham gap: 4.370 eV
- LUMO energy: -4.83 eV
- HOMO energy: -0.338 Eh

Positions of all 19 atoms, in Å:
O: -2.240 0.215 -1.061
C: -1.212 -0.114 -1.595
N: -0.120 0.721 -1.853
C: 1.122 0.178 -1.379
C: 1.356 0.251 0.148
S: 1.688 1.797 0.927
H: -1.034 -1.121 -2.061
H: 0.570 -2.463 0.362
H: 1.963 0.571 -1.990
H: 1.120 -0.905 -1.603
H: 2.253 -0.380 0.276
H: 0.602 -0.297 0.736
H: 1.007 2.541 0.010
H: -1.971 1.254 0.398
H: -1.705 0.666 1.784
O: -1.823 1.509 1.312
H: -0.370 -1.639 1.151
H: -0.323 -1.651 2.530
O: -0.881 -1.132 1.908

---

We find arrangement i to be the most stable, with the next structure 743.1 kJ/mol higher.

---

Arrangement i

Entry from the OMol25 dataset: an isolated molecule of C4H6N2OS (ωB97M-V with the def2-TZVPD basis set).

Properties
- SMILES: C=NS[C@H](C#N)OC
- Kohn-Sham gap: 9.757 eV
- LUMO energy: 0.11 eV
- HOMO energy: -0.354 Eh

Positions of all 14 atoms, in Å:
C: 2.718 -0.447 -0.344
N: 1.398 -0.794 -0.293
S: 0.645 -0.366 1.281
C: -1.045 -0.372 0.992
C: -1.392 -1.649 0.152
N: -1.933 -2.541 -0.418
O: -1.825 0.717 0.491
C: -1.112 1.528 -0.545
H: 3.307 -0.019 0.533
H: 3.402 -0.823 -1.328
H: -1.374 -0.691 1.954
H: -1.805 2.229 -0.973
H: -0.835 0.991 -1.541
H: -0.148 2.238 0.040

---

Arrangement ii

Entry from the OMol25 dataset: an isolated molecule of C4H6N2OS (ωB97M-V with the def2-TZVPD basis set).

Properties
- SMILES: C=CC(=O)N/C=N\S
- Kohn-Sham gap: 9.115 eV
- LUMO energy: 0.41 eV
- HOMO energy: -0.320 Eh

Positions of all 14 atoms, in Å:
C: -0.830 2.295 -0.396
C: 0.307 1.785 -0.021
C: 0.540 0.285 0.211
O: 1.516 -0.150 0.798
N: -0.226 -0.542 -0.492
C: 0.064 -1.975 -0.726
N: 0.292 -2.746 0.205
S: 0.229 -2.573 1.869
H: -1.799 1.675 -0.313
H: -1.124 3.338 -0.399
H: 1.168 2.428 -0.042
H: -1.019 -0.120 -1.026
H: 0.230 -2.434 -1.775
H: 0.653 -1.267 2.107

---

Arrangement iii

Entry from the OMol25 dataset: an isolated molecule of C4H6N2OS (ωB97M-V with the def2-TZVPD basis set).

Properties
- SMILES: O=CN1CC(=S)CN1
- Kohn-Sham gap: 8.263 eV
- LUMO energy: -0.46 eV
- HOMO energy: -0.320 Eh

Positions of all 14 atoms, in Å:
O: 2.524 -1.260 -0.553
C: 2.314 -0.120 -0.203
N: 1.198 0.211 0.518
C: 0.127 -0.670 0.750
C: -1.113 0.158 -0.010
S: -2.516 -0.632 -0.116
C: -0.513 1.389 -0.632
N: 0.652 1.499 0.354
H: 3.166 0.743 -0.344
H: 0.009 -0.741 1.736
H: 0.441 -1.698 0.403
H: -0.479 1.134 -1.728
H: -1.063 2.300 -0.626
H: 0.142 1.950 1.304

---

We find arrangement ii to be the most stable, with the next structure 123.3 kJ/mol higher.

---

Arrangement i

Entry from the OMol25 dataset: an isolated molecule of C19H27N3O2 (ωB97M-V with the def2-TZVPD basis set).

Properties
- SMILES: CCCCN(CC)Cc1ccc(CNC(=O)Nc2ccccc2)o1
- Kohn-Sham gap: 8.862 eV
- LUMO energy: 0.73 eV
- HOMO energy: -0.299 Eh

Positions of all 51 atoms, in Å:
C: 1.715 -1.332 -0.061
C: 0.516 -1.515 -0.980
C: -0.222 -0.201 -1.224
C: -1.530 -0.438 -1.982
N: -2.426 -1.323 -1.260
C: -3.377 -2.036 -2.093
C: -3.772 -3.365 -1.455
C: -3.042 -0.683 -0.105
C: -2.246 -0.900 1.141
C: -1.858 -2.033 1.795
C: -1.078 -1.608 2.897
C: -1.056 -0.243 2.847
C: -0.316 0.785 3.641
N: 1.014 1.009 3.091
C: 1.147 1.848 2.004
O: 0.295 2.645 1.690
N: 2.365 1.704 1.380
C: 2.813 2.306 0.203
C: 2.028 3.173 -0.550
C: 2.531 3.713 -1.720
C: 3.809 3.403 -2.154
C: 4.591 2.539 -1.405
C: 4.098 1.993 -0.236
O: -1.762 0.183 1.779
H: 2.252 -2.271 0.064
H: 1.382 -0.996 0.919
H: 2.400 -0.592 -0.470
H: -0.183 -2.225 -0.535
H: 0.847 -1.924 -1.937
H: -0.428 0.293 -0.276
H: 0.404 0.475 -1.811
H: -1.289 -0.911 -2.938
H: -2.006 0.536 -2.197
H: -4.282 -1.437 -2.297
H: -2.897 -2.246 -3.051
H: -4.431 -3.916 -2.121
H: -4.285 -3.214 -0.509
H: -2.880 -3.958 -1.270
H: -3.142 0.404 -0.253
H: -4.044 -1.097 0.040
H: -2.093 -3.041 1.522
H: -0.608 -2.230 3.632
H: -0.214 0.475 4.682
H: -0.844 1.738 3.576
H: 1.640 0.220 3.159
H: 3.023 1.058 1.793
H: 1.035 3.417 -0.214
H: 1.914 4.384 -2.299
H: 4.193 3.829 -3.068
H: 5.589 2.288 -1.733
H: 4.712 1.316 0.345

---

Arrangement ii

Entry from the OMol25 dataset: an isolated molecule of C19H27N3O2 (ωB97M-V with the def2-TZVPD basis set).

Properties
- SMILES: C[C@H](NC(=O)[C@@H]1Cc2ccccc2CN1)C(=O)NC1CCCCC1
- Kohn-Sham gap: 9.438 eV
- LUMO energy: 0.83 eV
- HOMO energy: -0.316 Eh

Positions of all 51 atoms, in Å:
C: 1.935 0.095 -0.046
C: 0.808 -0.948 -0.071
N: 0.320 -1.129 -1.412
C: 0.920 -1.892 -2.332
O: 1.918 -2.557 -2.125
C: 0.262 -1.823 -3.723
C: 1.287 -1.111 -4.632
C: 1.452 0.270 -4.080
C: 2.677 0.848 -3.795
C: 2.732 2.104 -3.215
C: 1.562 2.777 -2.903
C: 0.334 2.199 -3.173
C: 0.275 0.948 -3.766
C: -1.013 0.263 -4.111
N: -1.014 -1.129 -3.661
C: -0.361 -0.459 0.786
O: -1.361 0.023 0.294
N: -0.161 -0.587 2.110
C: -1.109 -0.141 3.111
C: -0.491 0.946 3.993
C: -1.501 1.419 5.035
C: -1.975 0.248 5.891
C: -2.587 -0.839 5.013
C: -1.579 -1.316 3.971
H: 1.569 1.041 -0.439
H: 2.750 -0.251 -0.675
H: 2.305 0.246 0.965
H: 1.191 -1.908 0.297
H: -0.540 -0.649 -1.652
H: 0.119 -2.853 -4.066
H: 0.906 -1.078 -5.658
H: 2.227 -1.660 -4.622
H: 3.587 0.312 -4.024
H: 3.689 2.555 -2.997
H: 1.608 3.753 -2.441
H: -0.580 2.717 -2.920
H: -1.861 0.767 -3.636
H: -1.150 0.337 -5.205
H: -1.740 -1.642 -4.145
H: 0.691 -1.010 2.442
H: -1.957 0.272 2.555
H: -0.172 1.783 3.369
H: 0.391 0.541 4.496
H: -1.046 2.184 5.667
H: -2.357 1.867 4.528
H: -2.711 0.595 6.619
H: -1.128 -0.165 6.443
H: -2.905 -1.682 5.629
H: -3.468 -0.442 4.506
H: -2.029 -2.077 3.331
H: -0.717 -1.761 4.473

---

We find arrangement ii to be the most stable, with the next structure 175.6 kJ/mol higher.

---

Arrangement i

Entry from the OMol25 dataset: a structure of composition C4H3I (ωB97M-V with the def2-TZVPD basis set).

Properties
- Multiplicity: 3
- Kohn-Sham gap (alpha / beta): 5.606 / 7.479 eV
- LUMO energy (alpha / beta): 0.28 / -2.08 eV
- HOMO energy (alpha / beta): -0.196 / -0.351 Eh

Positions of all 8 atoms, in Å:
C: -0.875 -0.958 -0.167
C: 0.313 -0.943 0.099
C: 0.085 0.829 -0.079
C: 1.179 0.113 0.584
I: 3.277 0.138 0.034
H: -1.757 -1.172 -0.551
H: 0.449 1.013 -1.131
H: 1.130 -0.014 1.614

---

Arrangement ii

Entry from the OMol25 dataset: a cluster of 2 separate species, C4H3I in total (ωB97M-V with the def2-TZVPD basis set).

Properties
- Multiplicity: 3
- Kohn-Sham gap (alpha / beta): 6.279 / 6.526 eV
- LUMO energy (alpha / beta): 0.65 / -3.15 eV
- HOMO energy (alpha / beta): -0.207 / -0.356 Eh

Positions of all 8 atoms, in Å:
C: 0.320 -0.143 0.997
C: 0.457 -1.415 0.502
C: 0.150 0.972 1.449
C: 0.542 -2.586 0.219
I: -0.791 2.476 -1.706
H: -1.729 2.159 -2.918
H: 0.201 2.054 1.697
H: 0.850 -3.518 -0.239

---

We find arrangement ii to be the most stable, with the next structure 124.7 kJ/mol higher.